{
  "formula": "C4H10N2O",
  "method": "the ωB97M-V functional and the def2-TZVPD basis",
  "symbols": ["C", "C", "N", "O", "N", "H", "H", "H", "H", "H", "H", "C", "C", "H", "H", "H", "H"],
  "positions_angstrom": [[-0.377, 1.609, 1.386], [-0.286, -0.038, -0.418], [-0.142, 0.100, -1.826], [-1.625, -0.369, -0.203], [0.007, 1.285, 0.027], [-1.685, -0.655, 0.719], [-0.552, 1.013, -2.012], [-0.816, -0.555, -2.212], [0.071, 0.940, 2.125], [-1.466, 1.595, 1.505], [-0.048, 2.626, 1.621], [0.600, -1.098, 0.170], [1.352, -1.995, -0.490], [1.376, -2.026, -1.575], [0.631, -1.143, 1.256], [1.002, 1.432, -0.118], [1.959, -2.720, 0.043]],
  "smiles": "C=C[C@@](N)(O)NC",
  "charge": 0,
  "orbital_gap_ev": 9.99,
  "e_above_lowest_kj_mol": 207.5,
  "e_homo_ev": -9.10,
  "energy_ha": -343.12241
}

{
  "formula": "C4H10N2O",
  "method": "the ωB97M-V functional and the def2-TZVPD basis",
  "symbols": ["C", "N", "C", "C", "N", "C", "O", "H", "H", "H", "H", "H", "H", "H", "H", "H", "H"],
  "positions_angstrom": [[0.119, -1.931, 2.274], [0.361, -1.591, 0.937], [-0.726, -1.002, 0.085], [-0.634, 0.506, -0.231], [0.611, 0.719, -0.970], [0.761, 2.043, -1.513], [-1.033, -1.779, 2.756], [1.023, -2.204, 2.917], [1.092, -0.993, 0.793], [-0.468, -1.471, -0.801], [-1.602, -1.447, 0.547], [-0.716, 1.079, 0.769], [-1.600, 0.811, -0.633], [0.565, 0.123, -1.786], [0.733, 2.795, -0.595], [1.650, 2.153, -2.255], [-0.138, 2.187, -2.295]],
  "smiles": "CNCCNC=O",
  "charge": 0,
  "orbital_gap_ev": 10.37,
  "e_above_lowest_kj_mol": 270.7,
  "e_homo_ev": -9.44,
  "energy_ha": -343.09837
}